Computed, not measured: a molecular structure, C11H19LaN3O6P, with wB97M-V/def2-TZVPD.

Its net charge is +2. For the HOMO energy (alpha / beta), the calculation gives -14.957 / -14.580 eV. The value obtained for the gap between HOMO and LUMO (alpha / beta) is 6.234 / 6.288 eV.

Geometry (Å):
C (5.24419, -1.99681, 0.41217)
C (2.67534, 0.64688, -1.75190)
H (1.64453, 1.48039, 1.11086)
O (3.38913, 1.47741, -2.18346)
O (0.81369, -0.41844, -5.10560)
H (-1.54242, 0.49115, 3.44720)
C (1.50683, -0.72833, -4.17544)
C (1.52083, 0.85205, 2.00124)
C (2.89717, -1.05823, -3.73348)
H (3.07069, -1.71832, -2.68067)
H (-3.11202, -2.31714, 1.73929)
C (-1.08930, 1.98342, -1.48667)
H (-4.23250, -0.86961, 0.62705)
N (-2.23524, -0.52638, 1.12748)
H (-3.16680, -0.87711, -0.78212)
C (-2.10757, -1.87467, 1.68999)
La (1.06039, -1.37760, -1.81048)
O (5.90358, -2.21141, 1.33411)
H (-1.69225, -1.83746, 2.69840)
O (-0.19241, -0.39635, -0.39680)
H (-1.63398, 3.85143, 0.32777)
C (-0.46628, 0.33702, 3.46957)
N (0.08702, 0.45162, 2.09975)
O (1.89760, -4.91300, -3.48143)
H (-1.31885, 3.02654, -1.72881)
H (-3.58475, 0.67730, 0.02621)
H (-1.49453, -2.54204, 1.04968)
N (-1.17002, 1.79947, -0.01346)
H (-1.18866, 2.87741, 1.76356)
H (1.80919, 1.44271, 2.88065)
H (2.18061, -0.02961, 1.95431)
C (-1.72423, 2.87426, 0.80665)
P (-0.87210, 0.35731, 0.75688)
C (1.59448, -3.94501, -2.90780)
H (-2.79630, 2.70431, 0.99568)
H (-0.24070, -0.64079, 3.94222)
C (-3.35892, -0.37546, 0.19285)
H (-0.03060, 1.08125, 4.14871)
H (-0.08895, 1.75790, -1.89131)
H (-1.82534, 1.34404, -1.99337)
O (3.86945, -0.86008, -4.47949)

Atoms 1-6, force components in eV/Å:
2.1 -0.7 3.1
4.4 5.3 -2.3
0.2 -0.1 0.2
-3.7 -4.2 2.6
1.6 -0.2 0.9
0.0 -0.1 0.0

Now the Mulliken charges, all in e: 0.149 0.140 0.324 -0.141 -0.329 0.433 0.505 -0.930 0.070 0.039 0.374 -0.847 0.391 0.134 0.265 -0.790 1.443 -0.146 0.214 -0.221 0.405 -1.074 0.313 -0.117 0.366 0.242 0.194 0.279 0.288 0.345 0.254 -0.838 -0.063 0.120 0.292 0.350 -0.842 0.359 0.168 0.304 -0.425

***

Computed, not measured: a molecular structure, C2H4FNO, with wB97M-V/def2-TZVPD.

For the HOMO energy, the calculation gives -9.155 eV. Its energy relative to the best compared isomer or geometry (same formula, charge and spin) is 34.2 kcal per mole. The value obtained for the gap between HOMO and LUMO is 9.989 eV.

Geometry (Å):
C (-0.95073, -0.74463, -0.37205)
H (-1.18162, -0.34878, -1.34777)
O (1.83055, -0.95335, 0.13339)
C (0.90200, -0.22117, 0.14435)
H (1.52182, 1.71230, 0.50733)
N (0.75278, 1.09003, 0.29766)
F (-1.73339, -0.18818, 0.59204)
H (-0.17596, 1.48176, 0.32798)
H (-0.96545, -1.82798, -0.28294)

Atoms 1-6, force components in eV/Å:
3.9 -0.1 1.5
0.0 0.1 -0.3
0.6 -0.1 0.3
-4.4 -1.0 -2.0
0.1 -0.2 0.1
0.4 1.1 0.4

Now the Mulliken charges, all in e: -0.345 0.279 -0.498 0.449 0.222 -0.317 -0.274 0.222 0.261

***

Computed, not measured: a gas-phase ion, C9H19N2O5 (charge -1), with wB97M-V/def2-TZVPD.

Its net charge is -1. The SMILES is C[C@H](O)CON(C[C@H](C)O)[C@@H](CN)C(=O)[O-]. For the HOMO energy, the calculation gives -4.276 eV. Its energy relative to the best compared isomer or geometry (same formula, charge and spin) is 47.0 kcal per mole. The value obtained for the gap between HOMO and LUMO is 7.391 eV.

Geometry (Å):
C (-2.79747, 0.86143, 0.70041)
H (0.70103, -2.28748, -1.87049)
C (1.50947, 1.54448, 0.12361)
H (2.64932, -1.48359, -0.80152)
O (-2.89594, -0.66830, -2.32860)
O (0.12000, -0.53138, -1.15212)
H (-0.46261, 2.01445, 0.75070)
C (-0.00361, 1.45954, -0.06510)
H (-2.03537, 0.91355, 2.61977)
H (1.59288, 1.35341, -1.82011)
H (2.82787, -1.49829, 0.95649)
C (0.17665, -1.92666, -0.97914)
O (2.22952, 1.37027, -1.09855)
H (-2.25322, -1.03672, -0.03666)
C (0.96228, -2.38302, 0.24151)
H (0.94762, -4.22619, -0.41164)
H (3.01728, -2.99639, 0.03739)
H (0.56501, -1.92446, 1.14145)
H (-2.57998, -0.56137, 2.15716)
O (0.73955, -3.79708, 0.42520)
C (2.45885, -2.06241, 0.10163)
C (1.91276, 2.87993, 0.76529)
C (-2.39345, 0.29128, -1.72063)
H (-3.82786, 0.80260, 0.34478)
H (1.13580, 3.64000, 0.66786)
H (1.83231, 0.73259, 0.77984)
H (-2.51803, 1.90860, 0.63932)
H (2.80649, 3.25891, 0.27140)
H (2.14127, 2.77528, 1.82646)
C (-1.98083, 0.00016, -0.25271)
N (-2.75833, 0.43119, 2.10759)
O (-2.18717, 1.45530, -2.09856)
N (-0.51854, 0.10054, -0.02476)
H (-0.82493, -2.36693, -0.99490)
H (-0.28861, 1.95674, -1.00235)

Atoms 1-6, force components in eV/Å:
0.0 -0.3 0.2
0.0 0.0 -0.1
0.0 -0.1 0.1
0.0 0.2 0.0
-0.2 -0.2 -0.2
0.2 0.0 0.1

Now the Mulliken charges, all in e: -1.187 0.540 1.078 0.251 -0.776 -0.260 0.492 -1.527 0.290 0.400 0.191 -0.914 -0.620 0.320 0.566 0.345 0.454 0.239 0.293 -0.595 -1.186 -1.522 0.346 0.429 0.310 -0.027 0.395 0.409 0.322 0.174 -0.654 -0.725 0.406 0.268 0.476

***

Computed, not measured: 2 unconnected molecules or ions with the total composition C5H11BrO3, with wB97M-V/def2-TZVPD.

For the HOMO energy, the calculation gives -6.248 eV. Its energy relative to the best compared isomer or geometry (same formula, charge and spin) is 9.4 kcal per mole. The value obtained for the gap between HOMO and LUMO is 6.894 eV.

Geometry (Å):
C (1.96366, 1.11862, 0.54114)
H (1.88846, 1.58815, 1.51903)
O (0.08530, -1.56632, 0.11733)
H (-0.24592, 2.05675, 0.36734)
Br (3.00164, -0.49631, 0.73093)
H (0.58970, -0.22640, -3.29182)
H (-1.86438, 2.08090, 1.16980)
H (0.76520, -1.65564, -2.22497)
O (-0.35722, -0.04628, -1.52214)
H (1.67237, -0.16310, -1.86566)
C (-1.27802, 1.67293, 0.35100)
H (0.14516, -1.10548, 2.13947)
H (2.43966, 1.76495, -0.18896)
H (0.72506, -2.71507, 1.63188)
H (-1.74455, 1.90277, -0.60618)
H (-1.03340, -2.36152, 1.66560)
C (-0.41495, -0.39867, -0.24134)
C (0.74149, -0.56702, -2.27083)
C (-0.03546, -1.95341, 1.47835)
O (-1.22054, 0.26854, 0.57323)

Atoms 1-6, force components in eV/Å:
-1.6 -0.4 -0.4
0.2 0.0 0.0
-1.1 1.5 -1.2
-0.2 -0.2 0.0
0.6 -0.3 0.1
-0.1 0.0 0.1

Now the Mulliken charges, all in e: -1.180 0.423 -0.251 0.298 -0.290 0.253 0.241 0.298 -0.314 0.244 -0.648 0.342 0.414 0.275 0.271 0.326 0.952 -0.609 -0.798 -0.248

***

Computed, not measured: a molecular structure, C6H18BCoO3, with wB97M-V/def2-TZVPD.

As for the spin multiplicity: 4. Its net charge is -1. For the HOMO energy (alpha / beta), the calculation gives -4.153 / -3.968 eV. Its energy relative to the best compared isomer or geometry (same formula, charge and spin) is 55.0 kcal per mole. The value obtained for the gap between HOMO and LUMO (alpha / beta) is 7.286 / 7.099 eV.

Geometry (Å):
H (1.12367, 1.84263, -1.36647)
C (-2.17460, 1.16555, -0.85516)
C (-1.51122, 0.83262, 0.48735)
O (0.09627, -2.59615, -0.60499)
H (-2.78126, 0.37963, -1.30504)
H (1.10376, 0.82159, 2.81191)
Co (0.99150, -1.05222, 0.54184)
C (0.15028, 1.78089, -0.87984)
H (-1.36232, 2.42832, -2.33454)
H (-1.76820, -0.14373, 0.89820)
H (-0.80356, -3.26145, -2.39262)
C (-0.85035, -2.49989, -1.61420)
H (-0.80826, 0.77636, -2.55006)
H (-1.78054, 1.59045, 1.22305)
H (0.05040, 2.72074, -0.33689)
C (-1.01493, 1.54251, -1.80280)
O (0.47279, -1.11565, 2.57328)
H (2.86582, -1.72315, 0.52999)
H (-1.81029, -2.51943, -1.09822)
H (2.50729, 0.04033, 0.39415)
H (-2.87154, 1.98816, -0.69488)
O (-0.12469, 0.83087, 0.14284)
H (-0.32620, 0.43919, 3.68588)
B (3.04136, -0.80564, -0.01001)
H (4.09538, -0.61953, -0.14658)
C (0.61887, 0.00952, 3.35369)
H (-0.70409, -1.50121, -2.02573)
H (2.47341, -1.03302, -0.89881)
H (1.10120, -0.31839, 4.27453)

Atoms 1-6, force components in eV/Å:
0.2 -1.2 0.5
-0.6 -0.1 -0.2
-0.1 -0.3 -1.1
1.2 0.3 0.9
0.2 -0.3 0.3
0.7 0.4 0.3

Now the Mulliken charges, all in e: 0.401 -0.489 -0.558 -0.786 0.242 0.169 0.801 -0.479 0.320 0.259 0.281 -0.255 0.255 0.274 0.268 -0.627 -0.802 -0.028 0.178 -0.058 0.349 0.066 0.232 -0.064 -0.237 -0.679 -0.199 -0.124 0.292

***

Computed, not measured: 2 unconnected molecules or ions with the total composition C3H11N4, with wB97M-V/def2-TZVPD.

As for the spin multiplicity: 2. Its net charge is +2. For the HOMO energy (alpha / beta), the calculation gives -17.174 / -17.150 eV. Its energy relative to the best compared isomer or geometry (same formula, charge and spin) is 27.5 kcal per mole. The value obtained for the gap between HOMO and LUMO (alpha / beta) is 8.376 / 4.966 eV.

Geometry (Å):
H (0.98770, -1.55387, 2.33564)
H (-1.38324, -0.13067, 0.62105)
H (-2.21575, -0.78419, -1.80065)
N (-0.02958, 1.51699, 0.51239)
C (-1.14350, 0.72821, 0.00312)
H (-2.44998, 0.42567, -2.93728)
H (1.11088, -3.00478, 1.40759)
H (0.89146, 0.90509, 0.55171)
N (2.15033, -0.10402, 0.60051)
C (1.86395, -1.37306, 0.52858)
N (1.09643, -1.99774, 1.43619)
H (0.09945, 2.33583, -0.08837)
H (-1.58214, 2.09077, -1.60038)
H (2.91523, 0.06101, -0.04991)
H (-0.25358, 1.83847, 1.46418)
C (-1.70667, 1.08792, -1.20446)
N (-2.40892, 0.20926, -1.93827)
H (2.06506, -1.94550, -0.37837)

Atoms 1-6, force components in eV/Å:
0.1 -0.2 0.2
-0.2 -0.1 -0.3
-0.7 0.0 0.4
-2.1 0.4 -0.4
1.2 0.3 1.0
-0.8 0.2 0.1

Now the Mulliken charges, all in e: 0.279 0.453 0.319 -0.197 -0.112 0.346 0.261 0.269 -0.723 0.036 -0.360 0.383 0.377 0.229 0.421 -0.100 -0.264 0.384